Record 1
The following is a quantum chemistry calculation of C30H32N4O3S4Y as an isolated structure in a non-equilibrium geometry, from OMol25.

Geometry as XYZ:
```
74
Properties=species:S:1:pos:R:3:forces:R:3
Y -0.582 0.372 0.165 -0.7 -0.5 -2.4
C 1.930 -1.375 -2.582 -0.2 0.3 0.3
C 1.741 -2.495 -1.577 -0.4 -0.1 -0.2
S 0.364 -3.624 -1.975 0.1 -0.1 0.1
C -0.011 -4.925 1.132 0.2 -0.3 0.1
C -1.306 -4.800 1.341 -0.1 -0.1 0.2
S -1.126 -2.628 -0.917 -0.1 -0.3 -0.5
C -2.635 -3.217 -1.782 0.5 0.2 0.3
C -3.441 -2.112 -2.457 -0.1 0.5 0.1
S -3.332 -0.509 -1.579 0.0 0.3 -0.4
C -2.559 0.782 -2.741 -0.7 -0.8 0.0
C -0.562 -0.656 -3.628 0.0 0.0 0.2
S 0.731 0.013 -2.504 0.1 -0.3 -0.3
H 1.908 -1.764 -3.600 0.1 0.1 0.0
H 2.895 -0.901 -2.400 0.1 0.0 -0.1
H 1.592 -2.115 -0.559 0.2 -0.1 -0.1
H 2.626 -3.134 -1.589 0.0 0.0 0.1
H 0.701 -4.264 1.603 0.1 0.1 0.1
H 0.397 -5.686 0.484 0.0 -0.1 0.0
H -1.705 -4.035 1.988 0.0 0.1 0.1
H -2.021 -5.461 0.872 -0.1 -0.1 0.0
H -3.224 -3.686 -0.996 0.0 -0.1 -0.1
H -2.330 -3.975 -2.502 -0.1 -0.1 0.0
H -4.498 -2.378 -2.458 0.1 0.0 -0.1
H -3.138 -1.946 -3.487 0.0 -0.1 0.0
H -2.501 1.950 -1.105 0.2 0.0 -0.1
H -3.425 1.324 -3.142 0.3 0.0 0.1
H -0.040 -0.866 -4.565 -0.1 0.0 0.1
H -0.901 -1.589 -3.185 0.1 0.1 -0.1
O -0.239 4.541 -0.887 -0.1 0.0 -0.2
C -0.390 3.329 -0.913 0.2 0.3 -0.3
N -0.089 2.465 0.074 0.3 1.2 0.7
C 0.207 3.109 1.346 0.1 0.4 -0.3
C -0.565 2.450 2.457 0.0 0.1 0.0
C -0.333 2.758 3.794 -0.1 -0.1 -0.1
C -1.096 2.138 4.767 0.0 0.0 -0.2
C -2.097 1.258 4.379 -0.1 0.0 -0.2
C -2.269 1.006 3.032 -0.2 0.0 0.3
N -1.505 1.563 2.087 0.2 0.2 0.2
C -0.950 2.638 -2.134 0.0 0.8 -0.4
C -0.606 3.085 -3.347 -0.1 -0.1 0.8
C -0.953 2.558 -4.636 -0.2 -0.4 -0.4
C -1.439 1.348 -4.914 0.0 0.1 0.0
C -1.766 0.246 -3.936 0.1 0.2 0.2
N -1.820 1.572 -1.774 0.0 0.1 0.4
H 1.284 3.101 1.564 -0.2 0.0 0.1
H -0.096 4.166 1.269 0.2 -0.2 0.2
H 0.434 3.471 4.056 0.1 0.1 0.0
H -0.919 2.341 5.812 0.0 0.0 0.1
H -2.724 0.764 5.103 -0.1 -0.1 0.1
H -3.036 0.325 2.678 0.1 -0.1 0.1
H 0.021 3.964 -3.347 0.1 0.0 0.2
H -0.752 3.222 -5.463 0.0 0.0 -0.2
H -1.643 1.102 -5.945 0.0 0.0 -0.2
H -2.467 -0.408 -4.476 0.1 0.1 0.2
O -0.939 -1.939 3.516 0.1 0.0 0.0
C -0.489 -1.357 2.555 0.3 -0.3 0.9
O -1.072 -1.177 1.423 -0.3 -0.9 1.1
C 0.909 -0.723 2.644 -0.1 -0.1 -0.1
C 1.648 -0.824 3.834 0.1 0.0 0.0
C 2.877 -0.228 3.903 -0.3 -0.1 -0.2
C 3.375 0.462 2.778 -0.3 0.0 -0.4
C 4.637 1.094 2.762 0.1 0.1 -0.2
C 5.076 1.733 1.635 0.0 -0.1 0.3
C 4.274 1.784 0.482 -0.3 -0.1 -0.1
C 3.041 1.189 0.467 0.1 0.0 -0.1
C 2.564 0.512 1.609 0.5 0.1 0.2
N 1.338 -0.080 1.566 -0.2 -0.2 0.4
H 1.214 -1.375 4.654 0.0 0.0 0.0
H 3.479 -0.281 4.798 0.0 0.0 0.1
H 5.243 1.058 3.655 0.1 0.0 0.0
H 6.046 2.203 1.622 0.1 0.1 0.0
H 4.636 2.298 -0.396 0.0 0.0 -0.1
H 2.402 1.240 -0.410 0.1 0.0 0.0
```
Forces are in eV/Å.

Results
- Total energy: -3238.1524 Eh
- HOMO-LUMO gap: 0.2711 hartree
- LUMO: -3.27 eV
- Charge: +1
- Energy relative to the best compared isomer or geometry (same formula, charge and spin): 316.90 kJ/mol
- Highest occupied orbital energy: -10.647 eV



Record 2
The following is a quantum chemistry calculation of C24H28As2O2PS3SbTi as an isolated structure, from OMol25.

Geometry as XYZ:
```
62
Properties=species:S:1:pos:R:3:forces:R:3
Ti 0.006 0.135 1.292 0.2 0.1 -0.4
C 3.927 -0.552 0.514 0.0 0.0 0.0
As 2.263 -0.064 -0.359 -0.2 0.1 0.0
C 2.270 -1.326 -1.831 0.0 0.0 0.0
C 2.857 1.595 -1.249 0.0 0.0 0.0
C 3.873 1.602 -2.201 0.0 0.0 0.0
C 4.287 2.785 -2.795 0.0 0.0 0.0
C 3.691 3.985 -2.437 0.0 0.0 0.0
C 2.682 3.997 -1.484 0.0 0.0 0.0
C 2.267 2.810 -0.886 -0.1 0.0 -0.1
As 0.837 2.764 0.437 0.2 -0.2 0.7
C 0.242 4.622 0.529 0.0 0.0 -0.1
C 1.944 2.848 2.065 0.0 0.1 -0.1
H 4.763 -0.415 -0.173 0.0 0.0 0.0
H 3.819 -1.599 0.805 0.0 0.0 0.0
H 4.055 0.051 1.410 0.0 0.0 0.0
H 3.224 -1.299 -2.359 0.0 0.0 0.0
H 1.446 -1.106 -2.507 0.0 0.0 0.0
H 2.115 -2.305 -1.376 0.0 0.0 0.0
H 4.350 0.672 -2.489 0.0 0.0 0.0
H 5.075 2.769 -3.538 0.0 0.0 0.0
H 4.009 4.913 -2.897 0.0 0.0 0.0
H 2.223 4.940 -1.210 0.0 0.0 0.0
H 1.065 5.246 0.875 0.0 0.0 0.0
H -0.580 4.663 1.245 0.0 0.0 0.0
H -0.129 4.985 -0.427 0.0 -0.1 0.0
H 2.587 3.728 2.017 0.0 0.0 0.1
H 2.541 1.942 2.160 0.0 0.0 0.0
H 1.277 2.901 2.926 0.0 0.0 0.0
S 2.314 -3.970 0.949 0.0 0.0 0.0
Sb 0.474 -3.090 2.000 0.2 0.5 -0.3
S -0.666 -1.833 0.143 0.0 -0.2 0.4
S 1.357 -0.840 2.858 -0.1 -0.3 0.0
O -2.383 -0.554 3.712 -0.2 0.1 0.1
C -2.254 0.159 2.747 -0.2 0.3 -0.2
O -1.296 1.049 2.554 0.1 -0.3 -0.1
C -3.253 0.121 1.572 0.0 -0.1 0.1
P -2.423 0.888 0.130 0.2 0.0 0.2
C -3.345 0.313 -1.331 -0.1 0.0 0.0
C -4.731 0.159 -1.336 0.0 0.0 0.0
C -5.387 -0.262 -2.481 0.0 0.0 0.0
C -4.663 -0.531 -3.637 0.0 0.0 0.0
C -3.285 -0.387 -3.639 0.0 0.0 0.0
C -2.628 0.027 -2.487 0.0 -0.1 0.0
C -2.935 2.646 0.222 0.0 0.0 -0.2
C -3.351 3.272 1.393 0.1 0.0 0.1
C -3.642 4.631 1.403 0.0 0.0 0.0
C -3.527 5.385 0.245 0.0 0.0 0.0
C -3.103 4.772 -0.928 0.0 0.0 0.0
C -2.802 3.420 -0.933 -0.1 0.0 0.0
H -4.170 0.637 1.867 0.0 -0.1 0.0
H -3.480 -0.921 1.349 0.0 0.0 0.0
H -5.301 0.369 -0.439 0.0 0.0 0.0
H -6.464 -0.384 -2.474 0.0 0.0 0.0
H -5.176 -0.863 -4.531 0.0 0.0 0.0
H -2.716 -0.614 -4.532 0.0 0.0 0.0
H -1.547 0.100 -2.475 0.0 0.0 0.0
H -3.421 2.713 2.316 0.0 0.0 0.0
H -3.960 5.100 2.326 0.0 0.0 0.0
H -3.760 6.442 0.257 0.0 0.0 0.0
H -3.002 5.349 -1.840 0.0 0.0 0.0
H -2.467 2.956 -1.855 0.0 0.0 0.0
```
Forces are in eV/Å.

Results
- Total energy: -8179.2253 Eh
- HOMO-LUMO gap (spin up / spin down): 0.2257 / 0.2286 hartree
- LUMO (spin up / spin down): 2.28 / 2.28 eV
- Charge: -1
- Multiplicity: 2
- Energy relative to the best compared isomer or geometry (same formula, charge and spin): 0.00 kJ/mol
- Highest occupied orbital energy (spin up / spin down): -3.858 / -3.936 eV